The following is a quantum chemistry calculation of 11 unconnected molecules or ions with the total composition C12H46N2O11 in a non-equilibrium geometry, from the OMol25 dataset.

Geometry as XYZ:
```
71
Properties=species:S:1:pos:R:3
N 1.98661 0.55578 3.48099
C 3.24882 0.64401 4.04183
N 4.23607 0.00058 3.33737
O 3.45335 1.22769 5.08801
H 1.24539 1.06677 3.91765
H 1.89812 0.23841 2.52963
H 4.11647 -0.22907 2.36253
H 5.15329 0.00720 3.73885
C -1.50258 1.32876 2.16931
C -2.33456 1.54093 3.39526
O -3.70855 1.74612 2.98529
H -1.94614 0.53805 1.56040
H -0.46107 1.10572 2.38834
H -1.49378 2.23190 1.55051
H -2.00743 2.43163 3.93020
H -2.31094 0.62060 3.98411
H -4.20247 1.92274 3.79120
C 1.23965 4.06864 0.03086
O 2.17962 4.71504 0.84709
H 0.22597 4.26191 0.40407
H 1.25551 4.42233 -1.00602
H 1.32760 2.97719 -0.00995
H 2.88118 4.10370 1.08224
C 0.83144 -0.50447 -5.27307
O 1.16632 0.01803 -4.01222
H 1.65821 -1.13226 -5.59813
H -0.04477 -1.18035 -5.22332
H 0.57735 0.26041 -6.01177
H 0.50038 0.67908 -3.77766
C -3.48738 -2.27433 1.55635
O -4.77617 -2.82504 1.33786
H -3.46133 -1.50574 2.33808
H -2.87524 -3.09510 1.93111
H -3.08965 -1.86995 0.62310
H -5.31496 -2.24163 0.79799
C 1.72902 -3.16507 -2.52742
O 2.58243 -3.82876 -3.45676
H 2.13526 -3.23040 -1.51700
H 1.58397 -2.11853 -2.80698
H 0.75060 -3.64800 -2.52530
H 3.45913 -3.87933 -3.07048
C -3.75127 1.15865 -0.86959
O -4.40884 1.87674 0.14189
H -3.99796 0.09017 -0.85166
H -4.07608 1.59149 -1.81473
H -2.66347 1.26406 -0.80683
H -4.22355 1.50011 1.01136
C 4.33037 -1.09708 -0.14484
O 3.41472 -0.22267 0.45936
H 5.26848 -1.05511 0.40925
H 3.97254 -2.13283 -0.17092
H 4.55893 -0.82096 -1.18297
H 2.48045 -0.40304 0.25231
C -1.67736 2.80208 -3.60800
O -1.23522 1.44934 -3.53465
H -2.72360 2.86013 -3.91815
H -1.65578 3.20946 -2.59666
H -1.05294 3.38593 -4.28184
H -1.74491 0.93287 -4.16462
C -0.10308 -0.15981 -0.76519
O 0.70370 -0.57056 0.33037
H -1.12026 -0.55564 -0.64769
H -0.22568 0.91786 -0.65960
H 0.26900 -0.44118 -1.74841
H 0.57998 -1.51859 0.47039
C 0.31410 -3.24213 2.01633
O -0.08171 -3.25969 0.63841
H 0.32965 -4.25080 2.42444
H 1.29424 -2.77561 2.08323
H -0.37757 -2.63085 2.60626
H -0.80160 -3.88752 0.53858
```

Values from the calculation:
Energy above the lowest of the compared OMol25 structures with the same formula, charge and spin: 0.000 eV
E_HOMO: -9.50 eV

---

The following is a quantum chemistry calculation of 11 unconnected molecules or ions with the total composition C12H46NO11 in a non-equilibrium geometry, from the OMol25 dataset.

Geometry as XYZ:
```
70
Properties=species:S:1:pos:R:3
C 0.62497 -0.04918 -0.57980
C -0.39485 0.50986 -1.56295
O -0.61520 1.87249 -1.40897
H 0.55753 -1.15085 -0.55822
H 0.36828 0.18911 0.46118
H 1.63306 0.24688 -0.84588
H -1.39578 0.06079 -1.43095
H 0.08181 0.34378 -2.54871
C -2.48289 -3.09509 -2.64799
C -3.89342 -2.88077 -2.15838
O -3.84067 -2.88233 -0.71646
H -1.83766 -2.37451 -2.14236
H -2.38880 -2.81588 -3.70166
H -2.08345 -4.08989 -2.46856
H -4.64835 -3.57576 -2.53943
H -4.35969 -1.91780 -2.39507
H -4.12723 -2.04270 -0.35115
C 3.65832 1.05045 4.07926
C 2.63673 0.04259 3.66160
O 1.46702 0.66823 3.11513
H 3.29147 1.57745 4.96354
H 3.99002 1.74685 3.31015
H 4.57754 0.52866 4.35980
H 2.37786 -0.68717 4.43361
H 3.02468 -0.50114 2.78112
H 0.77640 0.01362 2.98515
C 2.31590 1.46881 -4.34317
C 3.74975 1.02791 -4.62471
O 3.88697 -0.35376 -4.27466
H 2.15361 2.46179 -4.78154
H 2.22068 1.57456 -3.26358
H 1.60876 0.82228 -4.85236
H 4.50430 1.67084 -4.15583
H 4.02692 1.08383 -5.68266
H 3.76627 -0.38502 -3.30476
C -4.34243 -1.60062 2.92478
C -2.83518 -1.42888 3.19677
C -1.95221 -2.02738 2.08973
O -1.41889 -3.29375 2.46923
C -0.37015 -3.23326 3.41906
N -2.58537 0.01914 3.29756
H -4.88918 -1.14845 3.74958
H -4.48606 -2.68509 2.88842
H -4.64427 -1.19165 1.96319
H -2.58999 -1.93588 4.14136
H -1.09781 -1.39554 1.83034
H -2.62810 -2.21994 1.26096
H 0.17938 -2.30605 3.21072
H 0.31809 -4.04365 3.17197
H -0.73356 -3.35694 4.43967
H -3.00557 0.25800 4.20446
H -1.62719 0.27600 3.54715
O 4.08765 -0.14412 -1.50461
H 4.13302 -0.77350 -0.77826
H 3.66433 0.64649 -1.12788
O 0.42836 3.16362 1.33434
H 0.41669 2.22362 1.11266
H 1.03086 3.23385 2.08339
O 3.04727 2.31108 -0.03434
H 3.02526 1.78176 0.77242
H 3.08059 3.22366 0.27470
O -3.75121 1.23972 -1.02446
H -4.18067 0.69704 -1.69310
H -2.80378 1.00957 -1.09539
O 1.20704 4.35334 -1.57984
H 1.79466 4.86055 -2.15082
H 1.13340 3.48343 -2.00475
O -0.93366 3.67208 -3.66168
H -0.74239 2.92200 -3.04149
H -1.15977 3.25080 -4.49656
```

Values from the calculation:
E_HOMO: -3.53 eV
Net charge: -1

---

The following is a quantum chemistry calculation of 11 unconnected molecules or ions with the total composition C12H46O11 in a non-equilibrium geometry, from the OMol25 dataset.

Geometry as XYZ:
```
69
Properties=species:S:1:pos:R:3
C -4.81522 -0.13827 2.82425
C -3.66465 0.40855 1.90365
C -3.95862 1.81456 1.46538
O -2.49553 0.42411 2.67548
H -4.52857 -1.09015 3.27130
H -5.74007 -0.39036 2.30540
H -5.11513 0.61623 3.55150
H -3.39030 -0.13414 0.99904
H -3.31506 2.04725 0.61698
H -3.76427 2.44460 2.33336
H -4.90879 2.02168 0.97305
H -2.35223 1.25314 3.13783
C 2.25643 0.99809 -3.49314
C 0.99785 0.08241 -3.42528
C 1.09396 -1.13301 -4.25395
O 0.92207 -0.34893 -2.04024
H 2.43317 0.89405 -4.56367
H 3.11797 0.58806 -2.96613
H 2.34998 2.05374 -3.23828
H 0.17353 0.72550 -3.73355
H 1.19130 -0.80947 -5.29026
H 0.31348 -1.87114 -4.06927
H 2.04396 -1.60346 -4.00041
H 1.04966 0.37681 -1.42491
C 2.76761 -3.04511 0.02096
C 3.70555 -1.82348 -0.22824
C 5.17884 -1.82448 0.26838
O 3.63506 -1.56326 -1.63967
H 2.70085 -3.30860 1.07652
H 3.14529 -3.91141 -0.52216
H 1.76559 -2.81171 -0.33900
H 3.17731 -1.04776 0.32612
H 5.39583 -1.62796 1.31833
H 5.70344 -0.96177 -0.14227
H 5.62968 -2.74865 -0.09321
H 2.70922 -1.45290 -1.86824
C -2.26313 0.99511 -1.54751
C -2.75888 2.21352 -2.26690
C -1.62097 2.84921 -3.06691
O -3.76946 1.80113 -3.22820
H -2.97608 0.23360 -1.23145
H -1.65880 1.06831 -0.64334
H -1.64557 0.39292 -2.21391
H -3.22913 2.78643 -1.46768
H -1.92737 3.81268 -3.47427
H -1.39671 2.12322 -3.84841
H -0.76204 3.12901 -2.45694
H -3.48810 0.95767 -3.59016
O -0.27379 2.85292 1.65526
H -0.08269 2.41756 2.48603
H -0.59629 2.15377 1.08655
O -0.66492 -2.06678 4.14114
H 0.13155 -2.25974 3.64653
H -1.03294 -1.29454 3.71168
O 1.80763 -2.00305 2.77586
H 2.40793 -2.39878 3.40774
H 2.07024 -1.08332 2.73884
O 0.41194 1.16462 3.79597
H 0.30419 1.71534 4.57143
H 1.35332 0.99779 3.74902
O -0.87190 -2.32320 0.10848
H -1.13377 -2.38522 1.02707
H -1.66195 -2.54984 -0.38212
O 2.86734 0.60509 2.44233
H 2.59329 0.80669 1.54763
H 3.80431 0.80035 2.45608
O 0.38557 0.14581 0.74227
H 0.10383 -0.44343 0.04252
H 0.16403 -0.31761 1.54998
```

Values from the calculation:
Energy above the lowest of the compared OMol25 structures with the same formula, charge and spin: 1.571 eV
E_HOMO: -9.60 eV

---

Respective LUMO values: 0.1970 2.2381 0.0793 eV.
Respective orbital gap values: 9.69 5.77 9.68 eV.